Formula: C55H82Cl6F4O21
Source: the OMol25 dataset
Level of theory: ωB97M-V/def2-TZVPD

Structure (XYZ):
```
168
Properties=species:S:1:pos:R:3:mulliken_charge:R:1
C -2.4496 7.2597 0.9869 -0.23
Cl -3.3739 6.4023 2.3121 -0.16
Cl -3.2531 7.0166 -0.5950 -0.14
H -2.5205 8.3149 1.2506 0.27
H -1.4293 6.8778 0.9490 0.27
C -11.9418 0.8037 -1.2814 -0.23
Cl -10.8616 0.5969 0.1386 -0.14
Cl -11.2146 -0.1139 -2.7069 -0.15
H -12.9157 0.3581 -1.0788 0.26
H -12.0014 1.8713 -1.4930 0.26
C 0.5394 -5.1352 -1.6726 -0.14
Cl 2.1821 -5.7184 -1.4059 -0.15
Cl -0.1692 -6.0329 -3.0691 -0.16
H -0.0075 -5.3631 -0.7577 0.26
H 0.4644 -4.0886 -1.9676 0.19
C -3.5975 -0.0665 -0.7468 -1.09
C -2.9661 0.6470 0.4175 -0.16
O -1.7623 1.2826 0.0066 -0.32
C -0.6173 0.5999 0.1270 0.84
O -0.3855 -0.4955 0.6651 -0.62
O 0.3595 1.2698 -0.4219 -0.34
C 1.6963 0.7581 -0.4040 -0.58
H -4.5238 -0.6210 -0.5965 0.36
H -2.8926 -0.6534 -1.3356 0.28
H -3.7994 0.7201 -1.4739 0.30
H -2.6742 -0.0116 1.2356 0.33
H -3.6687 1.3925 0.7899 0.25
H 1.9765 0.5105 0.6199 0.29
H 2.3509 1.4758 -0.8985 0.19
H 1.5551 -0.1520 -0.9870 0.27
C 8.4054 -3.6619 2.2011 -1.15
C 7.3689 -4.3442 3.0655 -0.14
O 7.5892 -4.2509 4.4883 -0.33
C 7.1787 -3.1502 5.1491 0.77
O 6.4723 -2.2604 4.6590 -0.59
O 7.5791 -3.1559 6.4371 -0.32
C 7.4361 -2.0591 7.3096 -0.63
H 8.4164 -2.5803 2.3356 0.28
H 8.3542 -3.8291 1.1252 0.38
H 9.4184 -4.0396 2.3398 0.31
H 7.2329 -5.4023 2.8419 0.34
H 6.4787 -3.8007 2.7487 0.26
H 6.4278 -1.6479 7.2615 0.30
H 7.9665 -1.1431 7.0496 0.30
H 7.7611 -2.4314 8.2811 0.23
C -7.6088 -2.1925 6.5824 -1.01
C -6.8730 -2.7075 7.8473 -0.22
O -6.5150 -4.0545 7.6517 -0.35
C -5.7522 -4.3809 6.6493 0.81
O -5.3390 -3.6768 5.7318 -0.58
O -5.3680 -5.6111 6.8409 -0.32
C -4.6100 -6.2351 5.8119 -0.71
H -8.2580 -2.9701 6.1801 0.29
H -6.8967 -1.8337 5.8393 0.26
H -8.3068 -1.3749 6.7626 0.38
H -7.4435 -2.6096 8.7709 0.30
H -6.0194 -2.0972 8.1422 0.28
H -5.0250 -7.2259 5.6272 0.29
H -3.6076 -6.4153 6.2001 0.26
H -4.5299 -5.7874 4.8213 0.33
C -0.1163 -3.0098 7.3722 -1.09
C 0.6047 -3.4286 8.6783 -0.19
O -0.0596 -4.5607 9.2935 -0.32
C -0.9804 -4.4314 10.2365 0.73
O -1.2255 -3.4440 10.8678 -0.55
O -1.6163 -5.6076 10.2513 -0.31
C -2.5954 -5.9063 11.1962 -0.61
H 0.4915 -2.2255 6.9211 0.37
H -1.1503 -2.6727 7.4447 0.30
H -0.1693 -3.8260 6.6518 0.30
H 0.6642 -2.5584 9.3320 0.31
H 1.6308 -3.7078 8.4391 0.27
H -2.1171 -6.0113 12.1701 0.29
H -3.1017 -6.8410 10.9551 0.22
H -3.3439 -5.1155 11.1465 0.30
C -1.5686 -0.8123 -5.7796 -1.16
C -2.2727 -1.8259 -6.7537 -0.20
O -3.1266 -2.5602 -5.8416 -0.22
C -4.3639 -2.9937 -6.1986 0.70
O -4.9364 -2.6600 -7.2266 -0.57
O -4.7469 -3.8417 -5.2638 -0.26
C -5.9866 -4.4433 -5.4042 -0.66
H -2.2956 -0.0791 -5.4303 0.30
H -0.7315 -0.3007 -6.2548 0.39
H -1.2101 -1.1950 -4.8240 0.29
H -1.4633 -2.3753 -7.2345 0.28
H -2.6844 -1.1935 -7.5403 0.29
H -6.1290 -4.9215 -6.3733 0.31
H -6.7608 -3.6926 -5.2453 0.28
H -6.0650 -5.2925 -4.7254 0.24
C -5.0306 3.8671 -8.2483 -0.94
C -3.7029 4.3614 -8.8276 -0.31
O -3.9017 4.7887 -10.2350 -0.32
C -3.7866 3.9483 -11.3364 0.70
O -3.2132 2.8809 -11.3358 -0.57
O -4.4941 4.4975 -12.2512 -0.27
C -4.2514 4.1995 -13.5989 -0.65
H -5.6152 3.2267 -8.9088 0.29
H -5.6959 4.7193 -8.1095 0.30
H -4.6972 3.3805 -7.3317 0.32
H -2.9310 3.5962 -8.7469 0.30
H -3.1710 5.1649 -8.3181 0.31
H -4.7631 4.8843 -14.2751 0.24
H -4.5161 3.1810 -13.8831 0.30
H -3.1829 4.2764 -13.8000 0.31
C 3.5751 10.6647 6.1981 -1.01
C 4.6151 10.0059 5.3587 -0.33
O 4.7972 8.6013 5.5088 -0.33
C 4.2150 7.7360 4.7734 0.74
O 3.6468 7.9364 3.7346 -0.57
O 4.2915 6.5106 5.4256 -0.31
C 3.5037 5.4127 5.0630 -0.64
H 3.7048 10.3645 7.2379 0.30
H 2.5332 10.4721 5.9421 0.29
H 3.8967 11.7060 6.2120 0.35
H 5.6232 10.2603 5.6858 0.31
H 4.7708 10.4018 4.3552 0.38
H 4.0720 4.7846 4.3771 0.26
H 2.5695 5.7362 4.6039 0.31
H 3.2252 4.7562 5.8874 0.25
F 0.5111 9.1626 -4.1652 -0.29
C 1.4358 8.1887 -4.2281 0.33
C 2.2551 7.8736 -3.1827 -0.26
C 3.1766 6.8646 -3.2651 -0.47
C 3.1615 5.9974 -4.4139 -0.35
C 2.4227 6.3596 -5.5261 -0.55
C 1.4659 7.4004 -5.3682 -0.22
H 2.1769 8.5007 -2.3069 0.38
H 3.8802 6.7462 -2.4543 0.36
H 3.8281 5.1477 -4.4200 0.36
H 2.5390 5.6732 -6.3518 0.34
H 0.7632 7.5643 -6.1718 0.37
F 9.2384 -6.7899 -8.8645 -0.29
C 8.5280 -6.1310 -7.9568 0.26
C 9.1793 -5.0378 -7.3194 -0.28
C 8.5151 -4.2945 -6.3824 -0.37
C 7.2042 -4.5068 -6.0725 -0.35
C 6.4893 -5.4811 -6.7772 -0.43
C 7.1661 -6.2675 -7.7417 -0.32
H 10.1879 -4.8403 -7.6510 0.38
H 9.0606 -3.4819 -5.9257 0.32
H 6.7097 -3.9776 -5.2714 0.38
H 5.4395 -5.5821 -6.5446 0.36
H 6.8507 -7.1252 -8.3172 0.35
F -11.8930 -9.5436 -0.9907 -0.31
C -10.8970 -8.6575 -0.5435 0.32
C -9.8417 -9.1525 0.2628 -0.42
C -8.8771 -8.2380 0.7129 -0.31
C -8.9928 -6.9286 0.3878 -0.45
C -9.9427 -6.5014 -0.5071 -0.33
C -10.9043 -7.3871 -1.0358 -0.39
H -9.8681 -10.2240 0.3953 0.41
H -8.0133 -8.5083 1.3022 0.35
H -8.3462 -6.1863 0.8319 0.38
H -9.8372 -5.4723 -0.8171 0.34
H -11.6125 -7.0931 -1.7963 0.41
F 13.6226 4.8845 1.0038 -0.29
C 12.4276 5.5629 1.1393 0.10
C 12.2769 6.8707 1.6127 -0.25
C 11.0298 7.4867 1.6270 -0.52
C 9.9591 6.8074 1.0140 -0.18
C 10.0490 5.5292 0.5324 -0.65
C 11.3049 4.9480 0.6224 0.02
H 13.0884 7.4876 1.9695 0.36
H 10.8174 8.4549 2.0559 0.37
H 9.0331 7.3515 1.1276 0.31
H 9.1572 5.0307 0.1822 0.37
H 11.3825 3.9513 0.2137 0.35
```

=====

Formula: C55H97F3O9
Source: the OMol25 dataset
Level of theory: ωB97M-V/def2-TZVPD

Structure (XYZ):
```
164
Properties=species:S:1:pos:R:3:mulliken_charge:R:1
C -3.7984 6.0225 3.8688 -1.31
C -4.0668 5.1724 5.1272 0.53
C -5.4980 4.6699 5.2004 -1.03
C -5.7347 3.4847 4.2493 1.04
C -7.1323 3.4312 3.6458 -1.62
C -7.3320 4.3369 2.4311 -0.64
C -6.2734 4.1124 1.3629 0.40
C -6.6850 4.6098 -0.0318 -1.31
C -6.8196 3.4801 -1.0547 -0.97
C -5.5413 2.6330 -1.1578 0.20
C -5.8320 1.1928 -1.5945 -1.19
C -4.9801 0.1770 -0.8243 0.80
C -4.7758 -1.1684 -1.5557 -2.12
C -3.3460 -1.5369 -1.7660 0.89
C -2.5423 -1.0319 -2.7057 1.71
C -2.8776 0.0219 -3.7239 -2.16
C -2.7058 1.4761 -3.2697 0.31
C -1.3235 1.9666 -3.6615 0.03
F -0.3786 1.0757 -4.0142 -0.28
C -1.0393 3.2711 -3.6939 0.25
F -1.7237 4.1873 -3.0190 -0.19
F -0.0691 3.7918 -4.4381 -0.26
C -1.1765 -1.6476 -2.8098 0.13
O -0.7170 -1.8836 -3.9081 -0.62
C -0.5245 -1.9776 -1.4999 -0.19
O 0.7968 -1.8067 -1.2672 -0.36
C 1.6879 -2.1947 -2.3283 -0.57
C 3.0097 -2.7328 -1.7729 -0.53
C 4.1641 -2.0914 -2.5424 0.12
C 5.4912 -2.8530 -2.4132 -1.36
C -1.3233 -2.4321 -0.5215 0.94
C -0.7846 -2.7579 0.8620 -0.82
C -1.8292 -3.1559 1.9072 0.55
C -1.0584 -3.6661 3.1564 -1.78
C -2.7111 -2.0138 2.3707 -1.17
C -2.7594 -2.6028 -0.8729 -0.91
O -3.4226 -3.5532 -0.5123 -0.63
H -3.8185 7.0707 4.1453 0.37
H -4.5553 5.8527 3.1124 0.36
H -2.8213 5.8065 3.4535 0.19
H -3.8825 5.7944 5.9909 0.50
H -3.3570 4.3516 5.1572 -0.58
H -5.6579 4.3104 6.2154 0.37
H -6.2071 5.4796 5.0400 0.42
H -4.9389 3.4631 3.5082 -0.58
H -5.6061 2.5874 4.8452 0.18
H -7.8292 3.7574 4.4138 0.46
H -7.3506 2.4146 3.3337 0.40
H -8.3044 4.0944 2.0046 0.48
H -7.3557 5.3855 2.7211 0.33
H -5.3380 4.5870 1.6381 -0.10
H -6.0604 3.0441 1.3469 0.24
H -7.6587 5.0855 0.0516 0.50
H -5.9865 5.3653 -0.3797 0.45
H -7.6793 2.8799 -0.7732 0.35
H -6.9902 3.9427 -2.0219 0.44
H -4.9799 2.6722 -0.2297 -0.32
H -4.9395 3.1310 -1.9130 0.34
H -6.8726 0.9399 -1.4301 0.65
H -5.6543 1.1022 -2.6649 0.20
H -5.5549 -0.0392 0.0722 0.75
H -4.0484 0.6174 -0.4945 -0.90
H -5.3290 -1.9476 -1.0474 0.47
H -5.2350 -1.0924 -2.5385 0.63
H -3.8970 -0.1590 -4.0449 0.70
H -2.2338 -0.1624 -4.5753 0.71
H -3.3930 2.0619 -3.8659 0.48
H -2.8689 1.6170 -2.2113 -0.07
H 1.2443 -2.9347 -2.9781 0.37
H 1.9021 -1.3092 -2.9190 0.38
H 3.0867 -2.5638 -0.7051 0.22
H 3.0619 -3.7889 -2.0133 0.28
H 3.8748 -2.1083 -3.5907 0.37
H 4.2832 -1.0500 -2.2573 -0.07
H 6.1895 -2.2568 -1.8384 0.41
H 5.9402 -2.9640 -3.3938 0.29
H 5.3921 -3.8487 -1.9998 0.31
H -0.0578 -3.5604 0.7666 0.39
H -0.3004 -1.8592 1.2336 0.27
H -2.4285 -3.9975 1.5919 0.57
H -0.9532 -4.7431 3.0818 0.43
H -1.6542 -3.4738 4.0421 0.43
H -0.1003 -3.1702 3.2670 0.35
H -3.4511 -1.7166 1.6302 0.06
H -2.1329 -1.1417 2.6673 0.07
H -3.2906 -2.2874 3.2476 0.74
C 0.3754 5.8182 7.9846 -0.58
C 0.7023 5.7662 6.4957 -0.62
C -0.6515 5.4155 5.8943 0.30
O -1.6398 5.9874 6.7542 -0.32
C -1.0237 6.4181 7.9717 -0.54
H 1.0816 6.4040 8.5707 0.35
H 0.3476 4.8064 8.3961 0.24
H 1.0238 6.7511 6.1497 0.29
H 1.4783 5.0463 6.2397 0.37
H -0.8050 4.3295 5.8671 -0.26
H -0.7814 5.8082 4.8852 0.13
H -0.9859 7.5127 7.9698 0.29
H -1.6317 6.0944 8.8171 0.30
C 5.8824 -7.3130 -5.0994 -0.74
C 7.3749 -7.3170 -5.4116 -0.18
C 7.8356 -6.0391 -4.7254 -0.50
O 6.9763 -5.8474 -3.5970 -0.36
C 5.8621 -6.7378 -3.6898 -0.23
H 5.4164 -8.2952 -5.1621 0.37
H 5.3602 -6.6436 -5.7868 0.30
H 7.8504 -8.1851 -4.9478 0.19
H 7.6027 -7.3354 -6.4758 0.14
H 7.7299 -5.1731 -5.3882 0.27
H 8.8706 -6.0895 -4.3849 0.30
H 5.9878 -7.5253 -2.9383 0.26
H 4.9441 -6.1911 -3.4675 0.18
C -1.4815 3.1372 1.6111 -0.13
C 0.0323 2.9594 1.6606 -0.59
C 0.1677 1.7357 2.5533 -0.57
O -1.0022 0.9396 2.3324 -0.51
C -1.9601 1.6948 1.5940 0.21
H -1.8276 3.7049 0.7559 0.65
H -1.8314 3.6390 2.5173 -0.37
H 0.4152 2.7412 0.6598 0.16
H 0.5664 3.8259 2.0473 0.41
H 0.1960 2.0186 3.6111 0.27
H 1.0546 1.1422 2.3294 0.36
H -1.9965 1.2951 0.5728 -0.85
H -2.9445 1.5706 2.0493 0.69
C 4.6522 3.5622 -2.2899 -0.53
C 6.1465 3.5017 -1.9938 -0.54
C 6.2061 2.4188 -0.9274 -0.45
O 5.1313 1.5145 -1.1996 -0.39
C 4.2541 2.0981 -2.1716 -0.31
H 4.4141 3.9872 -3.2637 0.36
H 4.1426 4.1540 -1.5258 0.26
H 6.6906 3.1822 -2.8855 0.27
H 6.5683 4.4483 -1.6596 0.34
H 6.0561 2.8393 0.0730 0.26
H 7.1478 1.8692 -0.9338 0.27
H 4.3969 1.5710 -3.1212 0.22
H 3.2191 1.9645 -1.8538 0.26
C -1.7705 0.7383 6.7248 -0.81
C -1.4455 0.6974 5.2346 1.09
C -2.7960 0.3377 4.6328 1.24
O -3.7884 0.8957 5.4999 -0.46
C -3.1750 1.3258 6.7180 -0.20
H -1.0684 1.3281 7.3130 0.39
H -1.7877 -0.2757 7.1307 0.27
H -1.1339 1.6890 4.8941 -0.97
H -0.6638 -0.0134 4.9719 0.37
H -2.9391 -0.7477 4.5970 -0.26
H -2.9302 0.7369 3.6269 -0.95
H -3.1464 2.4222 6.7214 -0.03
H -3.7790 0.9933 7.5630 0.40
C 10.5196 -10.1675 -8.3221 -0.59
C 9.5660 -10.6823 -9.3956 -0.54
C 8.2557 -10.0255 -8.9850 -0.43
O 8.6004 -8.7838 -8.3636 -0.36
C 10.0073 -8.7504 -8.1082 -0.32
H 11.5683 -10.1983 -8.6126 0.34
H 10.4019 -10.7526 -7.4072 0.28
H 9.8779 -10.3188 -10.3773 0.25
H 9.4987 -11.7680 -9.4411 0.34
H 7.7163 -10.6381 -8.2545 0.26
H 7.5945 -9.8333 -9.8303 0.27
H 10.4685 -8.0511 -8.8138 0.27
H 10.1813 -8.3847 -7.0951 0.24
```

=====

| no. | LUMO energy (Eh) | energy (hartree) | gap between HOMO and LUMO (eV) |
| --- | --- | --- | --- |
| 1 | 0.0047 | -6885.40981 | 9.41 |
| 2 | -0.0108 | -3130.41982 | 8.44 |